(1)
Entry from the OMol25 dataset: 2 unconnected molecules or ions with the total composition CH4N3O (ωB97M-V/def2-TZVPD).

```
9
Properties=species:S:1:pos:R:3:forces:R:3
O 4.198102 0.411350 0.018794 3.306 -2.247 0.931
N 5.104578 -0.152961 0.269608 -3.964 2.163 -1.056
N 1.747273 -0.549869 -0.204602 1.305 2.732 0.202
N -0.598468 -0.043255 -0.008722 -1.424 2.243 -0.355
C 0.697243 0.165656 -0.122416 0.509 -0.912 -1.664
H 0.843444 1.091948 -0.572724 0.351 2.253 -0.008
H 1.766346 -1.487039 -0.063624 -0.487 -3.505 0.888
H -1.212071 0.750911 -0.186355 0.767 0.057 -0.084
H -1.183034 -0.705225 0.368403 -0.363 -2.783 1.147
```
Forces are in eV/Å.

The calculation puts the HOMO energy (alpha / beta) at -13.75 / -13.74 eV. The orbital gap (alpha / beta) is 5.51 / 5.39 eV. Its total charge is +1. Its multiplicity is 1. The electronic energy is -7608.06330 eV.

Atomic partial charges in e from the Mulliken method, atoms 1 to 2: 0.18, 0.60

=====

(2)
Entry from the OMol25 dataset: a gas-phase ion, CH4N3O3 (charge -1) (ωB97M-V/def2-TZVPD).

```
11
Properties=species:S:1:pos:R:3:forces:R:3
O -1.315880 2.214411 -0.507188 0.393 -0.064 0.811
O 0.745704 -0.242011 -0.795014 0.111 -0.874 -0.272
O -1.474483 2.277686 1.668493 0.338 0.253 0.814
N -0.687693 -0.293497 -0.632114 0.633 -0.149 3.763
N -0.942679 0.375853 0.733765 0.384 -1.288 -1.470
N -1.194996 1.655241 0.647661 -1.028 -0.338 -2.727
C 1.281880 -1.356407 -0.128695 2.345 0.887 1.088
H 2.261819 -1.040918 0.346324 -0.910 0.021 -0.420
H 0.673134 -1.658715 0.684906 -0.810 -0.204 0.702
H 1.588158 -2.245683 -0.669021 -0.521 -0.131 -1.075
H -0.934964 0.314040 -1.349118 -0.935 1.886 -1.214
```
Forces are in eV/Å.

The calculation puts the HOMO energy at -4.28 eV. The orbital gap is 8.34 eV. As for the structure (SMILES): CONN=[N+]([O-])[O-]. Its total charge is -1. Its multiplicity is 1. The electronic energy is -11709.80129 eV.

Atomic partial charges in e from the Mulliken method, atoms 1 to 2: -0.76, -0.27

=====

(3)
Entry from the OMol25 dataset: a gas-phase ion, CH4N3O3 (charge +1) (ωB97M-V/def2-TZVPD).

```
11
Properties=species:S:1:pos:R:3:forces:R:3
O 0.560156 2.127066 -0.064884 -0.117 0.993 0.035
O -1.979207 -1.150173 0.108638 -0.836 -0.588 -0.025
O -1.851525 1.011250 0.086440 -0.866 0.893 -0.048
N -1.452116 -0.100899 0.080469 3.414 -0.424 0.252
N 0.594016 -1.490790 0.013167 -0.060 -0.241 0.112
N 0.943859 0.826374 -0.080697 0.178 -0.438 0.056
C 0.224167 -0.241118 0.043210 -1.783 0.206 -0.459
H 1.961626 0.786074 -0.201543 -0.447 -0.069 0.109
H 1.550559 -1.806774 -0.081215 -0.014 0.120 0.053
H -0.414842 2.238555 0.012384 0.408 -0.671 -0.051
H -0.136690 -2.199562 0.084028 0.123 0.218 -0.034
```
Forces are in eV/Å.

The calculation puts the HOMO energy at -15.55 eV. The orbital gap is 9.93 eV. As for the structure (SMILES): N/C(=[NH+]/O)[N+](=O)[O-]. Its total charge is +1. Its multiplicity is 1. The electronic energy is -11702.16198 eV.

Atomic partial charges in e from the Mulliken method, atoms 1 to 2: -0.33, -0.52

=====

(4)
Entry from the OMol25 dataset: 2 unconnected molecules or ions with the total composition CH4N3S (ωB97M-V/def2-TZVPD).

```
9
Properties=species:S:1:pos:R:3:forces:R:3
S -0.958756 -1.470892 -0.069057 -0.756 -1.441 0.985
N 0.116267 -0.215031 -0.444740 0.561 0.735 -1.162
N 2.622693 -0.343299 0.644322 -2.863 -0.316 1.990
N 3.343397 -0.290523 -0.221235 4.013 0.474 -1.204
C -0.566020 0.087686 0.717884 0.217 1.537 0.661
H -1.066027 1.094095 0.719500 -0.355 -1.177 -0.248
H -2.090756 -1.294159 -0.775355 -0.004 0.600 -0.467
H 3.340625 -0.342112 -1.245108 -1.033 -0.177 -0.701
H -0.073968 -0.090485 1.670858 0.220 -0.234 0.146
```
Forces are in eV/Å.

The calculation puts the HOMO energy (alpha / beta) at -10.93 / -17.26 eV. The orbital gap (alpha / beta) is 5.41 / 9.43 eV. Its total charge is +1. Its multiplicity is 3. The expectation value of S² is 2.008. The electronic energy is -16393.63306 eV.

Atomic partial charges in e from the Mulliken method, atoms 1 to 2: 0.19, -0.06

=====

(5)
Entry from the OMol25 dataset: 2 unconnected molecules or ions with the total composition CH4N3S2 (ωB97M-V/def2-TZVPD).

```
10
Properties=species:S:1:pos:R:3:forces:R:3
S 2.308651 0.048800 -0.564407 1.626 -1.313 0.709
S 3.722545 -0.947982 0.277255 -1.588 1.206 -0.958
N -0.625663 0.739288 1.658469 -3.608 0.325 0.901
N 1.419660 0.796940 0.468728 1.437 0.386 -0.456
N -1.182931 -0.435227 -0.950060 0.676 -1.144 0.902
C 0.303093 0.809201 0.964728 0.552 -0.438 -0.447
H -1.802642 0.230228 -1.353738 -0.082 0.379 -1.240
H -1.801405 -0.940905 -0.305733 0.644 -0.331 -0.465
H -1.642289 0.793493 1.399465 1.600 0.052 0.651
H -0.699015 -1.093836 -1.594706 -1.257 0.878 0.404
```
Forces are in eV/Å.

The calculation puts the HOMO energy at -14.50 eV. The orbital gap is 6.85 eV. Its total charge is +1. Its multiplicity is 1. The electronic energy is -27232.99983 eV.

Atomic partial charges in e from the Mulliken method, atoms 1 to 2: 0.37, 0.14

=====

(6)
Entry from the OMol25 dataset: 2 unconnected molecules or ions with the total composition CH4N4O (ωB97M-V/def2-TZVPD).

```
10
Properties=species:S:1:pos:R:3:forces:R:3
O -1.798624 -0.182818 0.749054 2.427 -4.563 -1.191
N 3.155496 -0.666383 0.429078 1.106 1.211 -1.074
N 0.445556 1.090541 0.211834 3.291 1.233 -1.277
N 3.767339 0.022454 -0.175314 -1.073 -1.226 1.071
N 0.176392 0.276261 -0.637771 -1.139 -0.539 -0.210
C -1.089532 -0.499161 -0.467918 -0.456 3.697 0.074
H -0.751808 -1.469833 -0.571204 0.085 -2.429 0.853
H -1.548624 -0.285740 -1.452708 -0.701 0.170 0.778
H -2.261534 0.589144 0.888645 -1.397 2.785 -0.683
H -0.094664 1.125534 1.026306 -2.143 -0.339 1.660
```
Forces are in eV/Å.

The calculation puts the HOMO energy at -9.14 eV. The orbital gap is 9.81 eV. As for the structure (SMILES): [H]/N=N\CO.N#N. Its multiplicity is 1. The electronic energy is -9108.12295 eV.

Atomic partial charges in e from the Mulliken method, atoms 1 to 2: -0.54, -0.01

=====

(7)
Entry from the OMol25 dataset: CH4N4O2 in the gas phase (ωB97M-V/def2-TZVPD).

```
11
Properties=species:S:1:pos:R:3:forces:R:3
O -1.613295 -2.034668 0.535351 -0.601 -0.670 0.093
O 0.153109 -2.667008 1.587938 0.284 0.183 0.001
N 0.969353 1.859461 -0.151153 1.570 0.328 0.230
N -0.460824 -1.901105 0.895802 -0.395 0.281 -0.581
N -0.022462 1.150659 -0.834460 0.973 -0.753 0.144
N 0.169142 -0.701040 0.524729 0.769 0.691 -0.693
C -0.373001 -0.122554 -0.511259 -1.748 -0.172 0.447
H -1.263496 -0.637957 -1.045697 1.576 1.241 0.720
H 1.125646 1.483966 0.760169 -0.732 -0.376 1.054
H 1.925120 1.722066 -0.518609 -0.888 -0.058 -0.753
H -0.609293 1.848179 -1.242812 -0.808 -0.694 -0.662
```
Forces are in eV/Å.

The calculation puts the HOMO energy at -10.12 eV. The orbital gap is 10.09 eV. As for the structure (SMILES): NN/C=N/[N+](=O)[O-]. Its multiplicity is 1. The electronic energy is -11152.54530 eV.

Atomic partial charges in e from the Mulliken method, atoms 1 to 2: -0.61, -0.56

=====

(8)
Entry from the OMol25 dataset: 2 unconnected molecules or ions with the total composition CH4N5 (ωB97M-V/def2-TZVPD).

```
10
Properties=species:S:1:pos:R:3:forces:R:3
N 0.234278 0.172033 -1.610436 0.357 3.012 0.920
N -0.092906 0.056785 -0.351127 -0.706 -1.418 3.050
N -0.079468 -1.827077 -1.201417 -0.547 0.918 1.127
N 0.237273 -0.955165 -2.091064 0.762 -2.491 -4.714
N -0.316068 -1.235653 -0.068408 0.037 1.385 0.673
C 0.040131 1.625690 1.559300 -0.859 -1.467 0.959
H -0.015979 0.809102 2.281494 -0.562 -0.232 -0.449
H -0.802112 2.336966 1.577870 0.492 -0.409 -0.952
H 1.061979 1.804726 1.378790 0.916 0.802 -1.127
H -0.267126 -2.787409 -1.475002 0.111 -0.101 0.513
```
Forces are in eV/Å.

The calculation puts the HOMO energy at -16.39 eV. The orbital gap is 8.65 eV. Its total charge is +1. Its multiplicity is 1. The electronic energy is -8539.33812 eV.

Atomic partial charges in e from the Mulliken method, atoms 1 to 2: -0.27, 0.25

=====

(9)
Entry from the OMol25 dataset: a gas-phase ion, CH4N5 (charge +1) (ωB97M-V/def2-TZVPD).

```
10
Properties=species:S:1:pos:R:3:forces:R:3
N 0.356965 -0.816064 0.680521 -0.043 0.019 0.126
N 3.368634 -0.076785 0.598324 -1.903 0.088 -0.766
N 0.034184 1.059724 -0.646776 0.218 -0.014 -0.065
N 2.091788 0.410603 -0.389734 3.623 0.788 -0.456
N 4.419478 -0.131416 0.900128 -0.590 0.038 -0.158
C 0.848793 0.170019 -0.061155 -1.388 -0.872 1.359
H -0.940376 0.862694 -0.810919 0.054 -0.198 -0.151
H 0.452852 1.826580 -1.152639 -0.062 0.060 0.083
H -0.638977 -0.901382 0.812287 0.071 0.061 0.146
H 0.942299 -1.532338 1.077816 0.021 0.029 -0.120
```
Forces are in eV/Å.

The calculation puts the HOMO energy at -15.76 eV. The orbital gap is 9.60 eV. As for the structure (SMILES): N#[N+]N=C(N)N. Its total charge is +1. Its multiplicity is 1. The electronic energy is -8543.00806 eV.

Atomic partial charges in e from the Mulliken method, atoms 1 to 2: -0.36, 0.40

=====

(10)
Entry from the OMol25 dataset: a molecular structure, CH4N5 (ωB97M-V/def2-TZVPD).

```
10
Properties=species:S:1:pos:R:3:forces:R:3
N -1.937004 1.086571 0.334662 1.281 4.672 1.967
N -1.895700 -1.154521 -0.314553 2.435 -3.643 0.608
N -0.922897 -0.484878 -0.035546 -0.525 0.026 -1.375
N -3.092572 -0.615728 -0.203274 -0.729 -2.559 -2.959
N -3.011415 0.565418 0.145433 -3.072 4.367 3.298
C 0.434459 -0.653084 0.018617 0.642 -3.568 0.394
H -1.883562 1.945500 1.007563 -0.819 -1.199 -1.585
H 0.956572 0.077299 -0.525717 0.417 0.739 -1.875
H 0.635500 -1.757420 -0.148086 0.515 1.393 0.021
H 0.819871 -0.325366 0.960169 -0.145 -0.229 1.505
```
Forces are in eV/Å.

The calculation puts the HOMO energy (alpha / beta) at -13.76 / -16.49 eV. The orbital gap (alpha / beta) is 7.57 / 6.85 eV. Its total charge is +1. Its multiplicity is 3. The expectation value of S² is 2.040. The electronic energy is -8536.21504 eV.

Atomic partial charges in e from the Mulliken method, atoms 1 to 2: -0.07, -0.05

=====

(11)
Entry from the OMol25 dataset: CH4N6 in the gas phase (ωB97M-V/def2-TZVPD).

```
11
Properties=species:S:1:pos:R:3:forces:R:3
N 1.551339 -0.956684 -0.125695 1.064 1.279 -0.363
N 0.187618 -0.919276 0.290534 0.294 -6.177 -2.952
N 0.920983 0.977268 0.252960 2.702 8.640 -4.490
N 1.995379 0.246154 -0.226163 -2.879 -3.846 1.958
N -1.417861 0.839619 -0.051885 -0.842 -1.932 -0.069
N -2.278049 -0.411013 -0.161501 -3.101 2.045 0.210
C -0.274783 0.324203 0.158794 0.271 1.406 -0.603
H -3.173228 -0.092291 -0.741229 2.573 -0.705 1.543
H 1.063409 1.944279 -0.532890 -1.312 -3.179 3.766
H -0.270880 -1.730022 -0.343617 0.675 2.501 2.495
H -2.686465 -0.499661 0.817223 0.557 -0.030 -1.495
```
Forces are in eV/Å.

The calculation puts the HOMO energy at -9.14 eV. The orbital gap is 9.88 eV. As for the structure (SMILES): NN=c1[nH]nn[nH]1. Its multiplicity is 1. The electronic energy is -10037.63997 eV.

Atomic partial charges in e from the Mulliken method, atoms 1 to 2: -0.27, -0.07

=====

(12)
Entry from the OMol25 dataset: a molecular structure, CH4N6O (ωB97M-V/def2-TZVPD).

```
12
Properties=species:S:1:pos:R:3:forces:R:3
O -2.189121 -0.244675 -0.731027 1.591 -0.760 2.054
N -0.817771 1.470276 0.495195 -1.942 3.736 -7.655
N -0.635440 0.476091 -0.398446 -0.524 -2.134 -0.780
N -1.071602 -1.740194 0.522271 -2.613 1.953 -2.827
N -2.221206 -1.394965 0.053453 2.736 0.617 0.256
N 1.176199 -1.351707 -0.149284 -4.986 2.846 2.507
N 2.053559 -0.369883 -0.199039 4.815 3.020 -1.226
C -0.087918 -0.788404 0.001348 2.384 -3.474 0.436
H -0.386932 1.399385 1.321442 1.965 -0.124 3.850
H -0.756512 2.483877 -0.196987 -0.031 -3.847 3.656
H 1.781037 0.476147 -0.758243 0.524 -0.974 0.942
H 3.155705 -0.415943 0.039322 -3.918 -0.859 -1.213
```
Forces are in eV/Å.

The calculation puts the HOMO energy at -8.42 eV. The orbital gap is 8.12 eV. Its multiplicity is 1. The electronic energy is -12081.40151 eV.

Atomic partial charges in e from the Mulliken method, atoms 1 to 2: -0.21, -0.37